(1)
The following is a DFT calculation (ωB97M-V/def2-TZVPD) of 14 unconnected molecules or ions with the total composition C57H153N11O16.

Each line ends with the Mulliken charge.
Atoms and positions in Å:
C1 -4.98 -5.63 0.49  -0.5465
C2 -6.25 -4.91 0.80  0.2251
C3 -6.09 -3.59 1.62  -0.9547
O1 -6.96 -4.62 -0.39  -0.7152
H1 -4.46 -5.88 1.41  0.3288
H2 -4.32 -5.00 -0.11  -0.3087
H3 -5.20 -6.60 0.04  0.4185
H4 -6.89 -5.59 1.37  0.3767
H5 -5.32 -3.00 1.11  -0.1939
H6 -5.74 -3.80 2.63  0.4688
H7 -7.02 -3.02 1.62  0.4094
H8 -7.22 -5.48 -0.74  0.3142
C4 -2.92 -1.63 2.30  0.6148
C5 -2.74 -0.12 2.00  2.4843
C6 -3.98 0.46 1.39  -1.1907
O2 -2.44 0.51 3.21  -0.8232
H9 -3.60 -1.81 3.13  0.5530
H10 -1.95 -2.10 2.48  -0.6869
H11 -3.35 -2.11 1.42  -0.9009
H12 -1.95 0.14 1.30  -1.0741
H13 -4.23 0.02 0.42  0.0161
H14 -3.78 1.53 1.27  0.1190
H15 -4.89 0.15 1.90  0.5018
H16 -1.62 0.11 3.54  0.2151
C7 -1.73 0.34 -5.31  0.1523
C8 -1.25 -0.87 -6.13  1.0041
C9 -2.20 -1.24 -7.27  -1.3731
O3 0.02 -0.55 -6.67  -0.6666
H17 -0.98 0.74 -4.61  -0.4252
H18 -2.56 0.03 -4.68  -0.1810
H19 -2.06 1.15 -5.96  0.4940
H20 -1.07 -1.78 -5.56  -0.1157
H21 -1.76 -1.89 -8.03  0.4076
H22 -2.68 -0.41 -7.79  0.3406
H23 -3.06 -1.77 -6.85  0.1435
H24 0.74 -0.84 -6.09  0.3443
C10 -1.10 -4.94 -0.67  -0.8417
O4 -0.41 -3.79 -0.26  0.2439
C11 0.08 -3.81 1.05  -0.7617
C12 1.14 -2.68 1.15  0.5585
N1 0.51 -1.39 1.00  1.7185
C13 1.48 -0.35 0.64  0.5144
C14 0.73 0.96 0.31  -0.8420
O5 0.07 0.73 -0.93  1.1034
C15 -0.79 1.76 -1.38  -0.0067
H25 -0.48 -5.83 -0.57  0.3213
H26 -1.36 -4.76 -1.71  0.2687
H27 -2.05 -5.10 -0.15  0.0213
H28 0.49 -4.79 1.31  -0.0206
H29 -0.74 -3.62 1.75  -0.0865
H30 1.77 -2.86 0.28  -0.2786
H31 1.80 -2.63 2.02  -0.7503
H32 0.02 -1.45 0.12  -0.3773
H33 2.06 -0.51 -0.28  0.2424
H34 2.16 -0.22 1.48  -1.2564
H35 1.37 1.83 0.15  -0.4692
H36 -0.08 1.18 1.01  0.7284
H37 -1.32 1.45 -2.28  -0.4827
H38 -0.42 2.78 -1.53  -0.0149
H39 -1.70 1.89 -0.78  0.1926
C16 -0.55 9.20 2.17  -0.5867
O6 0.67 8.53 1.82  -0.3523
C17 0.92 7.47 2.72  -0.6772
C18 1.94 6.49 2.21  -0.1610
N2 1.55 6.12 0.84  0.0588
C19 2.52 5.33 0.05  -0.1721
C20 2.27 5.31 -1.48  0.2128
O7 2.72 6.57 -1.95  -0.4757
C21 2.85 6.64 -3.35  -0.6279
H40 -0.51 9.66 3.16  0.3648
H41 -1.48 8.65 2.11  0.0928
H42 -0.62 9.96 1.39  0.2273
H43 0.08 6.87 3.05  0.1979
H44 1.30 8.00 3.60  0.5886
H45 2.03 5.65 2.89  -0.4169
H46 2.89 7.00 2.06  0.4376
H47 1.23 6.91 0.30  0.1609
H48 2.38 4.32 0.44  -0.2410
H49 3.58 5.57 0.19  0.1937
H50 1.20 5.22 -1.68  0.3488
H51 2.84 4.50 -1.95  -0.1537
H52 1.84 6.70 -3.76  0.2339
H53 3.23 5.72 -3.80  0.1907
H54 3.47 7.47 -3.68  0.2986
C22 -2.32 4.77 0.47  -1.6429
C23 -2.43 6.22 0.98  2.6513
C24 -3.24 7.16 0.04  -1.1305
O8 -2.72 7.46 -1.25  -0.4779
C25 -1.62 8.39 -1.25  -0.6944
N3 -3.04 6.24 2.27  -0.7101
H55 -1.73 4.18 1.17  0.4467
H56 -1.92 4.73 -0.54  -0.2989
H57 -3.31 4.32 0.50  0.4377
H58 -1.39 6.57 0.90  -1.0125
H59 -3.42 8.12 0.51  0.3886
H60 -4.21 6.68 -0.11  0.3385
H61 -0.70 8.01 -0.81  0.1527
H62 -1.84 9.30 -0.69  0.2727
H63 -1.43 8.67 -2.29  0.3974
H64 -2.86 7.08 2.81  0.3038
H65 -2.66 5.47 2.81  0.3214
C26 4.45 0.52 3.52  -0.7145
C27 3.83 1.82 4.03  -0.0266
C28 3.38 2.75 2.90  0.9119
O9 4.41 3.06 2.05  -0.1076
C29 5.35 4.04 2.48  -0.8618
N4 2.68 1.50 4.89  -0.4157
H66 3.77 0.12 2.76  -0.3812
H67 4.58 -0.24 4.29  0.4736
H68 5.38 0.69 2.99  0.4103
H69 4.61 2.31 4.62  0.4387
H70 2.92 3.69 3.21  -0.4179
H71 2.60 2.20 2.37  -0.4532
H72 6.11 4.28 1.74  0.2436
H73 5.93 3.59 3.28  0.3108
H74 4.74 4.93 2.67  0.2875
H75 2.23 2.37 5.13  0.2117
H76 2.94 1.18 5.81  0.2948
C30 1.14 -6.52 5.01  -1.2090
C31 -0.28 -6.49 4.43  0.9361
C32 -0.37 -7.16 3.05  -0.9344
O10 -1.67 -7.07 2.56  -0.1968
C33 -1.90 -7.96 1.49  -0.6591
N5 -1.15 -7.18 5.33  -0.8930
H77 1.55 -7.52 5.15  0.3890
H78 1.11 -6.01 5.97  0.3301
H79 1.86 -5.98 4.39  0.0431
H80 -0.66 -5.47 4.42  0.0647
H81 -0.04 -8.20 3.13  0.6224
H82 0.36 -6.72 2.37  0.2316
H83 -1.44 -8.95 1.58  0.3602
H84 -1.65 -7.48 0.54  0.1806
H85 -2.98 -8.10 1.40  0.2330
H86 -1.62 -6.42 5.81  0.3259
H87 -1.86 -7.43 4.65  0.3177
C34 -4.64 -3.20 -4.71  -1.2957
C35 -4.88 -3.31 -3.22  1.2704
C36 -4.98 -1.97 -2.45  -0.8358
O11 -3.81 -1.19 -2.66  -0.3936
C37 -2.74 -1.64 -1.82  1.0516
N6 -6.11 -4.10 -3.06  -0.7089
H88 -4.39 -4.15 -5.18  0.3656
H89 -3.79 -2.53 -4.77  -0.0225
H90 -5.51 -2.80 -5.23  0.3739
H91 -3.99 -3.79 -2.79  -0.3271
H92 -5.22 -2.19 -1.41  0.1225
H93 -5.87 -1.48 -2.85  0.4974
H94 -2.88 -1.52 -0.75  -0.3876
H95 -1.88 -1.06 -2.18  -0.6028
H96 -2.43 -2.66 -2.04  0.0728
H97 -6.89 -3.48 -3.25  0.3454
H98 -6.22 -4.34 -2.08  0.3560
C38 -2.38 5.99 -4.40  -1.3195
C39 -3.64 5.20 -4.05  0.4828
C40 -3.26 3.88 -3.44  0.9020
O12 -4.42 3.25 -2.93  -0.5350
C41 -4.16 2.00 -2.29  0.1692
N7 -4.31 5.98 -3.10  -0.7255
H99 -1.75 6.20 -3.54  0.0499
H100 -2.67 6.95 -4.84  0.4098
H101 -1.77 5.53 -5.17  0.4176
H102 -4.29 5.03 -4.92  0.2883
H103 -2.58 3.99 -2.59  -0.7632
H104 -2.63 3.27 -4.10  0.0912
H105 -3.48 1.42 -2.92  -0.1522
H106 -5.08 1.42 -2.30  0.2687
H107 -3.89 2.15 -1.24  -0.0372
H108 -4.87 5.35 -2.54  0.3963
H109 -3.72 6.46 -2.43  0.3909
C42 2.27 2.42 -3.34  -1.0196
C43 3.70 1.92 -3.29  0.1496
C44 3.83 0.84 -2.18  1.6540
O13 5.15 0.35 -2.11  -0.6362
C45 5.31 -0.55 -1.02  -0.2793
N8 4.11 1.40 -4.58  -0.6138
H110 2.16 3.35 -3.89  0.5806
H111 1.90 2.58 -2.32  -0.4019
H112 1.51 1.73 -3.73  0.2165
H113 4.36 2.77 -3.09  0.4470
H114 3.23 -0.03 -2.45  -1.2386
H115 3.33 1.18 -1.27  -0.0139
H116 4.51 -1.27 -1.16  0.0399
H117 5.21 -0.08 -0.04  0.1062
H118 6.33 -0.94 -1.09  0.3968
H119 4.16 2.10 -5.30  0.2604
H120 5.04 1.01 -4.50  0.2243
C46 1.73 -1.98 5.12  -0.8965
C47 0.30 -1.33 5.01  0.8776
C48 -0.17 -0.79 6.37  -0.8961
O14 -0.54 -1.86 7.26  -0.2847
C49 -0.92 -1.46 8.58  -0.8306
N9 0.21 -0.25 4.00  -0.0404
H121 1.64 -2.89 5.72  0.4258
H122 2.37 -1.25 5.60  0.2265
H123 2.11 -2.23 4.13  -0.1045
H124 -0.36 -2.11 4.64  0.0185
H125 -1.09 -0.21 6.27  0.4942
H126 0.61 -0.14 6.78  0.2860
H127 -0.03 -1.15 9.13  0.3135
H128 -1.47 -2.29 9.02  0.2311
H129 -1.59 -0.60 8.56  0.3192
H130 0.88 0.47 4.23  0.2101
H131 0.41 -0.56 3.06  -0.1258
C50 1.12 -2.11 -2.99  -0.2667
C51 2.40 -2.23 -3.78  1.7405
C52 2.70 -3.65 -4.26  -1.3630
O15 3.96 -3.67 -4.87  -0.3894
C53 4.36 -4.88 -5.35  -0.8401
N10 2.45 -1.32 -4.91  -0.4795
H132 1.18 -2.73 -2.09  0.0168
H133 0.25 -2.45 -3.56  0.4853
H134 0.88 -1.13 -2.58  -0.6062
H135 3.16 -1.94 -3.04  -0.6453
H136 1.97 -3.93 -5.02  0.5524
H137 2.59 -4.42 -3.49  0.4833
H138 3.69 -5.22 -6.15  0.3359
H139 4.42 -5.63 -4.55  0.2822
H140 5.35 -4.78 -5.80  0.2633
H141 2.89 -0.44 -4.69  0.0950
H142 3.17 -1.77 -5.46  0.4173
C54 5.44 -2.95 3.71  -1.5975
C55 4.54 -3.37 2.56  2.6149
C56 5.23 -3.53 1.19  -1.1000
O16 4.29 -3.89 0.18  0.0793
C57 4.86 -4.52 -0.98  -0.8978
N11 3.83 -4.53 3.04  -0.3901
H143 4.88 -2.73 4.62  0.3107
H144 5.84 -1.98 3.39  0.3363
H145 6.28 -3.61 3.95  0.4527
H146 3.79 -2.58 2.50  -1.5990
H147 6.12 -4.16 1.31  0.4259
H148 5.69 -2.60 0.87  0.2563
H149 5.59 -3.88 -1.49  0.3821
H150 4.08 -4.73 -1.71  0.0985
H151 5.53 -5.34 -0.74  0.3647
H152 3.41 -4.96 2.22  0.2320
H153 4.48 -5.28 3.26  0.3044

The calculation puts the highest occupied orbital energy at -8.231 eV. As for the total charge: 0. As for the orbital gap: 0.3132 hartree. For the LUMO energy, the calculation gives 0.0107 hartree.

***

(2)
The following is a DFT calculation (ωB97M-V/def2-TZVPD) of a molecular structure, C57H32Cl2I4N7O3S4Y.

Each line ends with the Mulliken charge.
Atoms and positions in Å:
Y1 -0.28 -0.37 -0.07  -0.4338
I1 -1.33 -4.65 8.75  0.0078
C1 -1.10 -3.53 6.98  -0.0176
C2 -1.42 -2.18 6.99  -0.7727
C3 -1.26 -1.45 5.82  0.2999
C4 -0.79 -2.04 4.66  -1.0781
C5 -0.47 -3.40 4.68  0.1201
C6 -0.63 -4.15 5.84  -0.8957
C7 -0.59 -1.19 3.43  1.0783
C8 -1.75 -0.67 2.85  0.9745
C9 -3.07 -0.88 3.33  -1.3477
C10 -3.90 -0.17 2.50  -1.7820
C11 -3.07 0.41 1.51  0.9715
C12 -3.55 1.24 0.45  0.8159
C13 -5.03 1.46 0.41  -0.7097
C14 -5.87 0.48 -0.10  0.2066
C15 -7.25 0.67 -0.13  -0.6832
C16 -7.77 1.86 0.36  -0.0480
I2 -9.85 2.17 0.31  0.0123
C17 -6.96 2.85 0.88  -0.6399
C18 -5.58 2.64 0.90  0.1149
C19 -2.81 1.82 -0.54  0.5346
N1 -1.44 1.66 -0.76  -0.4144
C20 -1.17 2.31 -1.91  0.9379
C21 0.08 2.36 -2.59  1.3440
C22 0.18 3.14 -3.86  -0.0696
C23 0.56 2.54 -5.06  -0.2379
C24 0.70 3.27 -6.23  -0.8959
C25 0.41 4.62 -6.22  -0.0690
I3 0.59 5.74 -8.00  0.0043
C26 0.00 5.26 -5.06  -0.8229
C27 -0.10 4.51 -3.89  -0.1978
C28 1.24 1.76 -2.10  -0.6624
C29 2.60 2.04 -2.65  -1.8363
C30 3.49 1.59 -1.78  -1.6585
C31 2.74 1.00 -0.59  1.2013
N2 1.35 1.02 -0.99  1.9809
C32 3.23 1.57 1.92  0.1733
C33 2.41 0.49 2.59  -0.1449
C34 2.82 -0.15 3.78  -1.9862
C35 1.75 -0.92 4.19  -1.3085
C36 0.73 -0.71 3.24  0.1728
N3 1.15 0.16 2.25  0.3107
C37 4.76 1.46 2.09  0.0956
C38 5.46 0.27 2.20  0.2588
C39 6.86 0.25 2.26  -0.9513
C40 7.55 1.45 2.21  -0.0835
I4 9.65 1.44 2.31  0.0186
C41 6.88 2.66 2.09  -0.6672
C42 5.49 2.65 2.03  -0.5253
C43 -2.39 2.91 -2.45  -1.4666
C44 -3.39 2.60 -1.61  -1.6504
N4 -1.77 0.11 1.73  -0.2696
H1 -1.79 -1.71 7.89  0.3713
H2 -1.51 -0.39 5.82  0.5227
H3 -0.12 -3.86 3.76  0.6069
H4 -0.39 -5.21 5.83  0.4134
H5 -3.35 -1.48 4.19  0.5481
H6 -4.97 -0.08 2.56  0.4119
H7 -5.43 -0.44 -0.47  0.4767
H8 -7.89 -0.10 -0.54  0.4135
H9 -7.38 3.77 1.26  0.3701
H10 -4.93 3.40 1.31  0.4531
H11 0.74 1.47 -5.07  0.7090
H12 0.99 2.77 -7.15  0.3967
H13 -0.21 6.32 -5.06  0.3692
H14 -0.40 5.01 -2.97  0.4954
H15 2.80 2.60 -3.55  0.5418
H16 4.56 1.72 -1.81  0.5566
H17 3.75 -0.01 4.30  0.5925
H18 1.69 -1.54 5.08  0.5720
H19 4.92 -0.67 2.24  0.5814
H20 7.39 -0.69 2.35  0.3877
H21 7.42 3.59 2.05  0.3657
H22 4.95 3.58 1.91  0.3913
H23 -2.46 3.45 -3.38  0.5278
H24 -4.44 2.86 -1.71  0.3979
O1 -4.43 -6.53 1.14  -0.6764
C45 -3.75 -5.55 0.93  0.6259
S1 -4.24 -4.21 -0.11  -0.1814
C46 -2.82 -3.18 0.09  0.4500
C47 -1.84 -3.69 0.89  -0.0873
S2 -0.35 -2.95 1.31  -0.4071
S3 -2.16 -5.27 1.62  -0.1689
S4 -2.82 -1.70 -0.78  -0.5038
Cl1 -1.90 0.30 -5.17  -0.2190
C48 -0.69 -0.88 -4.76  0.4284
C49 -0.10 -1.63 -5.78  -0.4749
C50 0.80 -2.62 -5.50  0.5818
Cl2 1.53 -3.53 -6.82  -0.3325
C51 1.12 -2.94 -4.16  0.3565
C52 1.96 -4.00 -3.75  -0.9871
C53 2.14 -4.25 -2.42  -1.2366
C54 1.51 -3.42 -1.47  -0.3318
N5 0.75 -2.40 -1.81  0.7690
C55 0.54 -2.16 -3.13  -0.3747
C56 -0.37 -1.06 -3.40  -0.6739
O2 -0.85 -0.38 -2.46  0.1668
H25 -0.37 -1.43 -6.81  0.4774
H26 2.43 -4.62 -4.51  0.3967
H27 2.75 -5.08 -2.08  0.4228
H28 1.61 -3.61 -0.41  0.4350
N6 4.40 -0.83 -0.55  -0.0263
C57 3.13 -0.45 -0.28  -0.7464
N7 2.93 1.95 0.54  0.0239
O3 2.31 -1.25 0.15  -0.2960
H29 5.08 -0.19 -0.92  0.1932
H30 4.65 -1.79 -0.40  0.3570
H31 2.97 2.49 2.46  0.7695
H32 2.08 2.49 0.53  0.4898

The calculation puts the highest occupied orbital energy at -1.443 eV. As for the total charge: -2. As for the orbital gap: 0.1526 hartree. For the LUMO energy, the calculation gives 0.0996 hartree.

***

(3)
The following is a DFT calculation (ωB97M-V/def2-TZVPD) of a molecular structure, C57H40Cl5N10O3PV.

Each line ends with the Mulliken charge.
Atoms and positions in Å:
V1 0.36 0.34 1.05  -0.0666
C1 0.22 -2.99 -4.81  -1.5324
N1 0.52 -2.44 -3.48  0.9717
C2 -0.12 -1.66 -2.58  -0.6797
N2 0.67 -1.48 -1.52  0.1143
C3 1.77 -2.22 -1.83  -1.2132
N3 1.72 -2.81 -2.99  -0.9637
C4 0.11 -1.93 -5.89  0.9478
C5 1.22 -1.61 -6.66  -0.5844
C6 1.16 -0.61 -7.61  -0.6265
C7 -0.01 0.09 -7.82  -0.9793
C8 -1.16 -0.26 -7.11  0.1021
C9 -1.09 -1.26 -6.14  -0.4586
C10 -2.42 0.44 -7.36  0.5425
N4 -2.69 1.34 -8.24  -0.4669
N5 -4.02 1.67 -8.10  -0.5376
C11 -4.50 0.90 -7.18  0.5665
O1 -3.53 0.11 -6.64  -0.2309
C12 -5.86 0.77 -6.68  -0.1237
C13 -6.89 1.60 -7.10  -0.8860
C14 -8.16 1.42 -6.57  -0.5489
C15 -8.41 0.40 -5.66  -0.8478
C16 -7.39 -0.46 -5.27  0.7325
C17 -7.64 -1.61 -4.32  -0.8731
N6 -6.39 -2.14 -3.84  0.8299
C18 -5.43 -1.48 -3.19  -0.0723
N7 -4.41 -2.27 -2.96  -0.4175
C19 -4.81 -3.45 -3.50  -0.2813
N8 -6.00 -3.41 -4.05  -1.0523
C20 -6.12 -0.25 -5.78  -0.1436
H1 -0.68 -3.62 -4.81  0.3665
H2 1.08 -3.63 -5.00  0.4907
H3 -1.09 -1.21 -2.72  0.6769
H4 2.63 -2.31 -1.18  0.9138
H5 2.15 -2.14 -6.48  0.4140
H6 2.05 -0.35 -8.17  0.4329
H7 -0.07 0.87 -8.57  0.5241
H8 -1.99 -1.54 -5.59  0.7977
H9 -6.69 2.39 -7.81  0.5250
H10 -8.97 2.07 -6.87  0.3917
H11 -9.41 0.25 -5.27  0.4520
H12 -8.13 -2.43 -4.84  0.3132
H13 -8.27 -1.31 -3.49  0.4293
H14 -5.51 -0.44 -2.92  0.4540
H15 -4.22 -4.35 -3.48  0.4310
H16 -5.31 -0.91 -5.50  0.8529
Cl1 -0.38 1.65 -0.88  -0.1007
C21 0.83 2.86 -1.24  0.6525
C22 0.46 3.95 -2.00  -0.6221
C23 1.42 4.89 -2.32  -0.8146
C24 2.73 4.71 -1.87  -0.9060
C25 3.06 3.61 -1.10  -0.7563
C26 2.10 2.66 -0.74  0.0851
P1 2.50 0.96 0.07  3.6663
C27 3.71 1.62 1.30  0.7489
C28 3.50 2.90 1.82  -0.3896
C29 4.39 3.46 2.72  -0.9540
C30 5.49 2.74 3.15  -0.7649
C31 5.67 1.44 2.70  -0.9470
C32 4.78 0.88 1.80  -0.6473
C33 3.41 0.59 -1.50  1.0792
C34 2.72 0.55 -2.71  -0.1928
C35 3.38 0.36 -3.91  -0.8058
C36 4.76 0.22 -3.92  -0.8584
C37 5.47 0.27 -2.72  -0.6920
C38 4.79 0.45 -1.52  -0.7864
H17 -0.56 4.07 -2.35  0.5617
H18 1.17 5.74 -2.93  0.4204
H19 3.49 5.44 -2.12  0.4499
H20 4.08 3.48 -0.76  0.6108
H21 2.63 3.47 1.53  0.4610
H22 4.22 4.47 3.08  0.4654
H23 6.19 3.18 3.85  0.3813
H24 6.51 0.85 3.05  0.4549
H25 4.93 -0.14 1.49  -0.0174
H26 1.64 0.67 -2.72  0.4443
H27 2.83 0.34 -4.83  0.5874
H28 5.29 0.07 -4.85  0.4014
H29 6.54 0.17 -2.72  0.4667
H30 5.36 0.47 -0.60  0.2726
Cl2 4.69 -5.19 2.67  -0.2055
C39 3.47 -4.03 2.33  0.5899
C40 2.19 -4.19 2.87  0.3264
Cl3 1.83 -5.54 3.88  -0.2023
C41 1.20 -3.25 2.57  0.2878
Cl4 -0.37 -3.42 3.25  -0.2115
C42 1.47 -2.17 1.75  -0.8851
O2 0.56 -1.22 1.45  0.1723
C43 2.77 -1.96 1.24  -1.8840
O3 3.06 -0.94 0.49  0.1304
C44 3.75 -2.93 1.53  0.8368
Cl5 5.32 -2.72 0.85  -0.2151
N9 1.89 0.65 3.74  -0.9504
C45 1.37 0.68 2.70  0.6169
C46 -4.72 -0.27 3.54  -0.5634
C47 -3.68 -1.13 3.22  -0.7132
C48 -2.50 -0.65 2.68  0.3344
C49 -2.31 0.72 2.45  -0.1250
C50 -3.39 1.57 2.74  0.0027
C51 -4.57 1.08 3.28  -0.6386
N10 -1.10 1.26 1.97  0.6841
C52 -0.73 2.45 2.65  -0.7496
C53 -0.25 3.58 1.99  -0.5865
C54 0.09 4.72 2.71  -0.6211
C55 -0.06 4.77 4.08  -0.6832
C56 -0.52 3.63 4.75  -0.8858
C57 -0.83 2.49 4.05  0.8439
H31 -5.64 -0.65 3.97  0.3950
H32 -3.78 -2.19 3.42  0.4099
H33 -1.68 -1.32 2.47  -0.4249
H34 -3.29 2.63 2.54  0.4173
H35 -5.37 1.77 3.52  0.3901
H36 -0.18 3.60 0.92  0.6528
H37 0.46 5.59 2.18  0.4795
H38 0.17 5.67 4.63  0.4116
H39 -0.61 3.64 5.83  0.4040
H40 -1.15 1.60 4.57  0.5188

The calculation puts the highest occupied orbital energy (alpha / beta) at -7.462 / -7.588 eV. As for the total charge: 0. As for the orbital gap (alpha / beta): 0.2278 / 0.2489 hartree. The spin multiplicity is 2. The expectation value of S² is 0.77. For the LUMO energy (alpha / beta), the calculation gives -0.0464 / -0.0300 hartree.

***

Number 1: E_tot -4069.3389 Ha. Number 2: E_tot -6542.9456 Ha. Number 3: E_tot -6555.6723 Ha.